ORCA calculation (ωB97M-V with the def2-TZVPD basis set) on one molecule with the formula C4H9NO in a non-equilibrium geometry.

The energy above the lowest of the compared OMol25 structures with the same formula, charge and spin comes out at 128.8 kJ/mol. Its calculated total energy is -7830.9850 eV. For the max |F|, the calculation gives 0.068 Eh/bohr. Its SMILES is CCC(=O)NC. The frontier orbital gap is 10.58 eV.

Last column: natural (NBO) charge in e.
Element x y z (Å)
H 2.47 1.18 -1.90  0.21
C 0.20 -0.21 0.51  0.70
H -1.57 -2.15 1.22  0.23
H -2.89 -1.16 0.57  0.20
H -2.31 -0.91 2.24  0.21
C -2.01 -1.12 1.21  -0.44
H 1.60 1.45 0.48  0.22
H 0.37 1.99 -0.65  0.21
H 1.03 0.24 -2.32  0.20
H 2.20 -0.41 -1.15  0.23
C 0.94 1.08 -0.31  -0.51
O 0.79 -1.17 0.96  -0.61
H -1.43 0.57 -0.11  0.39
N -1.10 0.11 0.74  -0.62
C 1.71 0.51 -1.49  -0.62



ORCA calculation (ωB97M-V with the def2-TZVPD basis set) on one molecule with the formula C4H9NO.

The energy above the lowest of the compared OMol25 structures with the same formula, charge and spin comes out at 196.3 kJ/mol. Its calculated total energy is -7830.2851 eV. For the max |F|, the calculation gives 0.011 Eh/bohr. Its SMILES is C[C@H]1C[C@@]1(N)O. The frontier orbital gap is 9.79 eV.

Last column: natural (NBO) charge in e.
Element x y z (Å)
H -1.02 0.32 1.45  0.22
H -0.20 -2.64 -0.68  0.21
C -0.36 -0.39 -0.53  -0.27
H -1.46 1.47 0.08  0.22
H -1.76 -2.00 -0.23  0.22
H -0.51 -2.07 0.97  0.20
O 1.60 0.23 0.94  -0.71
C -0.67 -1.85 -0.09  -0.62
N 1.01 1.86 -0.69  -0.84
C -0.82 0.68 0.45  -0.46
H 0.62 2.71 -0.29  0.37
C 0.62 0.68 0.04  0.40
H -0.62 -0.24 -1.58  0.22
H 1.55 -0.73 0.93  0.47
H 2.02 1.97 -0.77  0.38



ORCA calculation (ωB97M-V with the def2-TZVPD basis set) on one molecule with the formula C4H9NO.

The energy above the lowest of the compared OMol25 structures with the same formula, charge and spin comes out at 313.3 kJ/mol. Its calculated total energy is -7829.0728 eV. For the max |F|, the calculation gives 0.010 Eh/bohr. The frontier orbital gap is 9.09 eV.

Last column: natural (NBO) charge in e.
Element x y z (Å)
C -1.64 0.65 0.13  -0.62
C 1.65 -0.55 0.66  -0.18
H 2.68 -0.89 0.86  0.17
C -0.97 -0.50 -0.61  -0.24
H 0.98 -1.37 0.97  0.16
C 1.54 -0.08 -0.78  0.06
N 0.31 -0.09 -1.23  -0.54
H -1.61 -0.88 -1.41  0.20
H -2.58 0.31 0.57  0.21
H -1.87 1.48 -0.55  0.20
O 1.33 0.57 1.48  -0.71
H -0.98 1.01 0.92  0.24
H 0.19 0.32 -2.15  0.39
H 1.74 1.34 1.06  0.47
H -0.77 -1.32 0.07  0.20



ORCA calculation (ωB97M-V with the def2-TZVPD basis set) on one molecule with the formula C4H9NO.

The energy above the lowest of the compared OMol25 structures with the same formula, charge and spin comes out at 496.4 kJ/mol. Its calculated total energy is -7827.1750 eV. For the max |F|, the calculation gives 0.013 Eh/bohr. The frontier orbital gap is 6.80 eV.

Last column: natural (NBO) charge in e.
Element x y z (Å)
C 0.53 -1.01 0.04  -0.26
H -2.44 0.80 -0.41  0.22
C 0.44 1.06 -0.02  -0.26
H 2.59 0.14 1.24  0.42
C 1.54 0.05 -0.40  -0.15
H -2.37 -0.99 -0.36  0.22
N -0.51 -0.03 -0.45  -0.38
H 0.31 2.01 -0.56  0.20
H 0.33 -1.12 1.13  0.14
H 0.24 1.22 1.07  0.14
H -0.32 -0.05 -1.47  0.44
O 2.75 0.12 0.28  -0.72
H -1.94 -0.04 1.08  0.22
H 0.47 -2.00 -0.45  0.20
C -1.91 -0.07 0.00  -0.41



ORCA calculation (ωB97M-V with the def2-TZVPD basis set) on one molecule with the formula C4H9NO in a non-equilibrium geometry.

The energy above the lowest of the compared OMol25 structures with the same formula, charge and spin comes out at 88.3 kJ/mol. Its calculated total energy is -7831.4044 eV. For the max |F|, the calculation gives 0.041 Eh/bohr. Its SMILES is CCC(=O)NC. The frontier orbital gap is 10.47 eV.

Last column: natural (NBO) charge in e.
Element x y z (Å)
N -1.19 0.16 -0.54  -0.61
C 2.31 -0.38 -0.14  -0.60
H 3.28 0.08 0.07  0.21
H -1.00 0.40 -1.50  0.40
H 2.33 -0.73 -1.18  0.20
O -0.39 -0.40 1.49  -0.66
H 2.21 -1.24 0.52  0.22
H 1.26 1.50 -0.48  0.21
C -2.53 -0.19 -0.12  -0.42
H -3.25 0.49 -0.57  0.20
H -2.56 -0.09 0.97  0.24
C 1.20 0.62 0.18  -0.51
C -0.18 0.05 0.36  0.66
H 1.20 0.75 1.29  0.27
H -2.78 -1.22 -0.37  0.19



ORCA calculation (ωB97M-V with the def2-TZVPD basis set) on one molecule with the formula C4H9NO in a non-equilibrium geometry.

The energy above the lowest of the compared OMol25 structures with the same formula, charge and spin comes out at 217.0 kJ/mol. Its calculated total energy is -7830.0714 eV. For the max |F|, the calculation gives 0.022 Eh/bohr. Its SMILES is C=C(O)N(C)C. The frontier orbital gap is 8.43 eV.

Last column: natural (NBO) charge in e.
Element x y z (Å)
H -1.77 1.23 0.86  0.19
C -1.38 -1.14 -0.31  -0.41
H -0.86 -2.05 -0.62  0.23
H 1.88 1.62 -0.29  0.21
H -1.39 1.64 -0.83  0.19
H 2.64 0.46 0.95  0.22
C -0.97 1.25 0.10  -0.40
O 1.31 -1.56 0.16  -0.69
H 2.25 -1.35 -0.05  0.50
H -2.09 -0.85 -1.10  0.19
N -0.42 -0.07 -0.09  -0.42
C 0.91 -0.27 0.07  0.55
H -1.95 -1.36 0.60  0.19
H -0.18 1.91 0.44  0.23
C 1.92 0.64 0.15  -0.80



ORCA calculation (ωB97M-V with the def2-TZVPD basis set) on C4H9NO as an isolated structure in a non-equilibrium geometry.

The energy above the lowest of the compared OMol25 structures with the same formula, charge and spin comes out at 358.3 kJ/mol. Its calculated total energy is -7828.6065 eV. For the max |F|, the calculation gives 0.036 Eh/bohr. The frontier orbital gap is 9.00 eV.

Last column: natural (NBO) charge in e.
Element x y z (Å)
H 0.99 -0.77 -2.59  0.21
H -0.26 1.88 2.63  0.21
H 0.88 0.67 2.02  0.20
C 0.87 -0.76 -1.50  -0.61
H -0.93 -1.73 0.76  0.40
H 0.90 2.28 1.28  0.19
C -1.09 0.17 1.15  0.30
H -1.10 -1.67 -1.55  0.20
H 1.40 -1.63 -1.09  0.20
O -0.72 1.37 0.61  -0.58
H -1.11 0.10 -1.52  0.21
H 1.34 0.15 -1.11  0.22
N -0.85 -0.83 0.31  -0.62
C -0.60 -0.79 -1.13  -0.24
C 0.26 1.55 1.73  -0.29



ORCA calculation (ωB97M-V with the def2-TZVPD basis set) on a 2-piece molecular cluster, C4H9NO overall in a non-equilibrium geometry.

The energy above the lowest of the compared OMol25 structures with the same formula, charge and spin comes out at 552.5 kJ/mol. Its calculated total energy is -7826.5938 eV. For the max |F|, the calculation gives 0.095 Eh/bohr. The frontier orbital gap is 6.61 eV.

Last column: natural (NBO) charge in e.
Element x y z (Å)
H 0.50 -0.08 2.61  0.20
H -0.44 -0.48 -3.01  0.37
H -1.57 0.51 1.44  0.23
H 0.05 1.08 0.87  0.10
H -0.21 -1.72 2.03  0.23
H -1.46 -0.79 -1.05  0.22
C -0.65 0.15 0.95  -0.27
H 0.03 2.05 1.11  0.15
N 0.18 0.23 -2.65  -0.85
C -0.72 -0.30 -0.43  -0.34
H 1.12 0.12 -3.00  0.38
H 1.16 -0.97 1.22  0.24
C 0.24 -0.75 1.78  -0.60
O 1.40 0.72 -0.70  -0.64
C 0.36 0.23 -1.18  0.58



ORCA calculation (ωB97M-V with the def2-TZVPD basis set) on one molecule with the formula C4H9NO.

The energy above the lowest of the compared OMol25 structures with the same formula, charge and spin comes out at 138.3 kJ/mol. Its calculated total energy is -7830.8869 eV. For the max |F|, the calculation gives 0.012 Eh/bohr. Its SMILES is CCN(C)C=O. The frontier orbital gap is 10.26 eV.

Last column: natural (NBO) charge in e.
Element x y z (Å)
H 1.01 -0.92 -1.29  0.20
H 1.73 0.40 1.05  0.23
C -0.84 0.78 0.96  0.53
H -1.39 -2.17 0.01  0.20
C 1.97 0.53 0.00  -0.62
O -0.11 1.71 1.26  -0.62
H 2.91 -0.01 -0.20  0.20
C 0.74 0.04 -0.82  -0.21
C -1.69 -1.14 -0.17  -0.40
H -2.25 -1.10 -1.12  0.20
H -2.46 -0.93 0.60  0.21
N -0.59 -0.14 -0.02  -0.45
H 2.20 1.59 -0.12  0.22
H -1.79 0.61 1.50  0.10
H 0.56 0.76 -1.63  0.20



ORCA calculation (ωB97M-V with the def2-TZVPD basis set) on a 2-piece molecular cluster, C4H9NO overall.

The energy above the lowest of the compared OMol25 structures with the same formula, charge and spin comes out at 365.8 kJ/mol. Its calculated total energy is -7828.5290 eV. For the max |F|, the calculation gives 0.008 Eh/bohr. The frontier orbital gap is 7.66 eV.

Last column: natural (NBO) charge in e.
Element x y z (Å)
O 0.71 -1.72 1.42  -0.68
H 1.72 1.10 -0.06  0.20
N -0.58 -0.03 0.32  -0.30
C 1.88 0.21 0.53  -0.72
H -2.49 -0.61 -0.16  0.18
H -0.42 1.61 -0.97  0.23
H 2.89 -0.06 0.80  0.23
H 0.77 -0.91 -1.89  0.02
H -0.22 1.96 0.76  0.24
H 0.23 -1.08 -2.37  -0.03
H -1.24 -1.92 0.44  0.24
C -0.79 1.38 0.03  -0.44
C -1.50 -0.89 0.18  0.04
H -1.85 1.62 0.10  0.21
C 0.89 -0.65 0.87  0.57



Question: Which of these has the lowest calculated total energy?
Answer: number 5



Question: Which of these has the highest calculated total energy?
Answer: number 8



Question: max |F| of number 2 (C4H9NO)?
Answer: 0.011 Eh/bohr



Question: Which formula does entry 9 have?
Answer: C4H9NO